# 1
Entry from the OMol25 dataset: 8 unconnected molecules or ions with the total composition C20H56N2O8 in a non-equilibrium geometry (wB97M-V/def2-TZVPD).

Summary:
Charge = 0
SMILES string = NC(N)=O.CC(C)O.CC(C)O.CC(C)O.CC(C)O.CC(C)O.CC(C)O.CO
DFT total energy = -1506.7645 a.u.
Kohn-Sham gap = 9.12 eV

Atoms and positions in Å:
C: -1.796 -3.018 -2.247
O: -0.871 -3.308 -1.282
H: -1.681 -3.705 -3.129
H: -1.748 -1.929 -2.601
H: -2.743 -3.230 -1.802
H: -0.682 -4.282 -1.352
C: 0.227 -0.003 -1.598
O: -1.061 0.185 -2.086
N: 1.013 1.022 -1.240
N: 0.767 -1.159 -1.341
H: 0.720 2.009 -1.349
H: 1.897 0.930 -0.828
H: 0.200 -2.034 -1.336
H: 1.715 -1.233 -1.024
C: -2.211 4.704 -0.717
C: -1.911 3.242 -0.753
C: -3.142 2.416 -0.822
O: -1.197 2.839 -1.679
H: -1.348 5.296 -1.006
H: -2.575 4.947 0.298
H: -2.972 4.761 -1.484
H: -1.375 2.958 0.166
H: -2.936 1.359 -1.010
H: -3.895 2.707 -1.559
H: -3.589 2.634 0.068
H: -1.264 1.881 -1.750
C: 1.729 4.522 -0.039
C: 1.245 4.149 1.360
C: 1.733 2.715 1.650
O: 1.653 4.922 2.228
H: 1.778 5.631 -0.171
H: 1.025 4.229 -0.795
H: 2.723 4.189 -0.314
H: 0.181 4.187 1.304
H: 2.726 2.688 1.411
H: 1.122 2.002 1.052
H: 1.556 2.456 2.695
H: 1.228 4.684 3.041
C: 0.530 -0.895 2.086
C: -0.694 -0.116 2.615
C: -1.659 0.170 1.506
O: -1.354 -0.576 3.547
H: 1.424 -0.845 2.695
H: 0.858 -0.413 1.181
H: 0.258 -1.933 1.929
H: -0.305 0.878 2.972
H: -2.014 -0.689 1.009
H: -1.145 0.844 0.789
H: -2.516 0.622 2.002
H: -0.770 -0.630 4.283
C: -4.381 -1.231 -0.590
C: -5.280 -0.852 -1.762
C: -5.118 -1.719 -2.973
O: -6.478 -0.874 -1.372
H: -3.371 -1.196 -0.976
H: -4.574 -2.229 -0.217
H: -4.645 -0.540 0.196
H: -5.029 0.185 -1.980
H: -5.818 -1.524 -3.819
H: -5.188 -2.812 -2.660
H: -4.090 -1.600 -3.362
H: -6.833 -0.013 -1.226
C: 5.548 -0.596 0.152
C: 4.119 -0.250 0.336
C: 3.819 0.074 1.853
O: 3.651 0.674 -0.344
H: 6.068 0.329 0.415
H: 5.838 -0.916 -0.870
H: 5.991 -1.332 0.832
H: 3.407 -1.065 0.135
H: 4.574 0.798 2.239
H: 3.939 -0.805 2.546
H: 2.778 0.466 2.030
H: 4.122 1.477 -0.104
C: 2.875 -3.510 1.656
C: 1.928 -3.878 0.546
C: 2.562 -4.102 -0.824
O: 1.283 -4.948 0.701
H: 2.397 -3.298 2.607
H: 3.462 -2.732 1.338
H: 3.545 -4.317 1.857
H: 1.306 -2.997 0.537
H: 2.905 -5.079 -0.910
H: 3.446 -3.469 -1.027
H: 1.883 -3.942 -1.737
H: 0.504 -4.957 0.201

These are the Mulliken partial charges, in e, on atoms 1 to 4:
1 C -0.4388
2 O -0.4935
3 H 0.3315
4 H 0.0042

# 2
Entry from the OMol25 dataset: a single C5H8N2 molecule in a non-equilibrium geometry (wB97M-V/def2-TZVPD).

Summary:
Charge = 0
SMILES string = N#C[C@H](N)C1CC1
DFT total energy = -304.7882 a.u.
Kohn-Sham gap = 11.27 eV

Atoms and positions in Å:
N: -0.885 -0.134 -1.931
C: -0.473 -0.573 -0.609
C: 0.283 -1.852 -0.601
N: 0.885 -2.842 -0.586
C: 0.365 0.495 0.065
C: 0.795 0.316 1.486
C: -0.219 1.372 1.131
H: -1.494 -0.811 -2.380
H: -0.078 -0.018 -2.536
H: -1.384 -0.742 -0.025
H: 1.086 0.951 -0.608
H: 0.446 -0.569 2.014
H: 1.801 0.627 1.752
H: 0.091 2.413 1.162
H: -1.252 1.197 1.424

These are the Mulliken partial charges, in e, on atoms 1 to 4:
1 N -0.6461
2 C 0.2018
3 C 0.1306
4 N -0.4496

# 3
Entry from the OMol25 dataset: 3 unconnected molecules or ions with the total composition H6O3 in a non-equilibrium geometry (wB97M-V/def2-TZVPD).

Summary:
Charge = 0
SMILES string = O.O.O
DFT total energy = -229.3067 a.u.
Kohn-Sham gap = 10.86 eV

Atoms and positions in Å:
O: 0.462 -1.247 0.962
H: 1.164 -1.546 1.567
H: 0.640 -1.772 0.238
O: 0.639 1.125 -0.574
H: 0.610 0.558 0.176
H: 1.540 1.124 -0.884
O: -1.964 0.545 -0.728
H: -1.061 0.815 -0.954
H: -2.030 0.398 0.196

These are the Mulliken partial charges, in e, on atoms 1 to 4:
1 O -0.6413
2 H 0.3124
3 H 0.3159
4 O -0.6783